# 1
DFT (ωB97M-V/def2-TZVPD) results for C36H35N10S2Sn as an isolated structure in a non-equilibrium geometry.

The geometry in XYZ format:
```
84
Properties=species:S:1:pos:R:3:forces:R:3
Sn 5.08443 -15.92641 12.78506 0.4802 0.1218 -0.2981
C 3.08365 -18.82188 14.15499 0.1851 0.0184 0.8750
C 4.49909 -18.91370 14.77120 0.5624 0.4040 0.1637
C 5.56905 -19.32781 13.81347 0.1407 -0.0243 -0.7229
C 5.78885 -20.67632 13.51686 -0.4175 -0.1169 1.0276
C 6.73587 -21.03584 12.58702 0.6082 0.5497 -0.2719
C 7.46127 -20.02757 11.95413 -0.2539 0.4867 0.2606
C 7.17030 -18.70284 12.28998 -0.1231 -1.1877 0.0736
N 6.25389 -18.35668 13.18804 -0.3928 -0.2461 0.1732
N 2.63612 -17.44830 14.26401 -0.8375 0.5548 0.0902
C 1.30835 -17.29773 13.62249 0.6081 0.0754 -0.3617
C 1.36308 -17.52780 12.13553 -0.1759 -0.8752 -0.4678
C 0.87916 -18.71880 11.55669 -0.7085 0.3142 0.4021
C 0.77436 -18.83284 10.17079 0.1443 -0.6817 0.5420
C 1.25816 -17.79957 9.40085 -0.0291 0.6115 0.0321
C 1.81634 -16.70779 10.05561 0.0992 -0.3432 0.0617
N 1.88055 -16.56216 11.38122 0.0371 0.2837 -0.3903
C 2.48949 -17.05568 15.66528 -0.9462 -0.7939 0.2291
C 2.60597 -15.59399 15.95608 -0.4256 0.7177 -0.1860
C 3.05300 -15.19317 17.21239 0.0479 -0.0214 -0.3179
C 3.04711 -13.85928 17.54355 -0.6143 0.7821 -0.3287
C 2.57067 -12.95409 16.59325 0.3140 0.0717 0.2110
C 2.15902 -13.43378 15.36078 -0.1239 0.0542 0.7582
N 2.14042 -14.72172 15.04407 0.4488 -0.4843 0.1227
H 2.40648 -19.50209 14.70761 0.0150 -0.0037 -0.2717
H 3.03918 -19.06041 13.09600 0.2232 -0.3671 0.0785
H 4.57727 -19.58771 15.62619 -0.4183 -0.0219 0.0191
H 4.75191 -17.90366 15.15267 0.0504 -0.6086 -0.2565
H 5.26614 -21.42991 14.12453 0.1494 0.3173 -0.5076
H 6.96743 -22.06393 12.38188 -0.0771 -0.3258 -0.0453
H 8.24932 -20.24216 11.24385 -0.1071 -0.0240 -0.0059
H 7.65963 -17.89039 11.81830 0.6099 0.6522 -0.4139
H 0.95976 -16.27535 13.78122 0.0748 -0.1916 0.1176
H 0.61558 -18.01363 14.07304 -0.2436 -0.0530 0.0897
H 0.44939 -19.48985 12.21321 0.3550 0.3085 -0.3518
H 0.38456 -19.75818 9.73455 0.0103 0.4501 0.0831
H 1.21515 -17.77935 8.32059 -0.0149 -0.2042 0.0021
H 2.28234 -15.94651 9.44949 -0.0041 0.3814 0.0166
H 3.18463 -17.59592 16.30494 0.1366 0.0645 -0.1083
H 1.48212 -17.41918 16.01893 0.5446 0.3591 -0.0819
H 3.37417 -15.91858 17.93053 0.1663 -0.3907 0.2410
H 3.30339 -13.52035 18.53650 0.2181 -0.0258 0.0232
H 2.49479 -11.88490 16.77918 0.0966 -0.2458 0.1333
H 1.73429 -12.71864 14.67948 -0.0379 -0.0157 -0.5815
N 8.76726 -13.17967 11.91765 0.2424 0.5327 -0.4428
C 7.80729 -14.10484 11.90112 -1.0744 -0.6973 -1.0433
S 7.51349 -14.92591 13.38146 -0.4727 -0.6502 0.4293
N 7.23225 -14.30400 10.72810 -0.1327 0.2740 0.2341
N 6.25879 -15.26218 10.69280 0.7443 0.2706 0.6172
C 5.97727 -15.69831 9.52760 -0.2928 -0.6506 0.3926
C 5.18940 -16.94584 9.44187 -0.8218 0.0651 -0.6292
C 4.81308 -17.49873 8.21582 0.3802 -0.2967 -0.1036
C 4.22082 -18.76408 8.18686 0.4520 0.1742 -0.9546
C 3.98330 -19.41047 9.38424 -0.5437 -0.8572 -0.2766
C 4.29368 -18.75289 10.54780 0.5138 0.3900 -0.0372
N 4.86683 -17.56095 10.58213 0.4505 0.4173 0.2711
H 9.35392 -13.17921 12.71314 0.6131 0.1822 0.5983
H 9.15459 -12.89793 11.03146 -0.0268 0.0794 -0.0098
H 6.44827 -15.24537 8.66096 -0.0737 -0.1009 -0.1045
H 5.07889 -17.00263 7.28600 -0.0930 0.0042 0.1570
H 4.05297 -19.23211 7.19402 -0.1260 0.2779 0.9300
H 3.53632 -20.41048 9.46225 0.2838 0.4771 -0.2725
H 4.17979 -19.22749 11.49633 -0.2835 -0.2692 0.4760
S 4.08376 -9.18784 11.09980 -0.0042 -0.2952 0.4731
C 4.27406 -10.87780 11.73574 -1.0103 1.4479 -0.8063
C 3.49328 -11.87511 11.15826 -0.0222 -0.3644 -0.3998
C 3.69165 -13.15729 11.62760 -0.1036 -0.5323 -0.4480
N 4.58029 -13.44366 12.58441 -0.2438 -0.5794 -0.0891
C 5.24230 -12.46751 13.17734 -0.1823 0.1638 -0.1718
C 5.09642 -11.14811 12.79302 1.0161 -0.0631 0.7597
C 4.90016 -9.44329 9.55250 0.6010 -0.5972 -0.2500
C 6.21180 -9.92402 9.52391 -0.1493 0.3089 -0.6716
C 6.77820 -10.13921 8.26098 0.6849 -0.1362 0.8568
N 6.15637 -9.99319 7.10497 -0.3068 0.0140 0.0490
C 4.88441 -9.59742 7.16727 0.0423 0.0804 -0.7227
C 4.23300 -9.27266 8.34041 -0.5874 -0.2863 0.5129
H 2.80911 -11.69467 10.30832 0.4943 0.0453 0.7342
H 3.17000 -14.02213 11.18133 0.1465 0.4677 0.3320
H 5.95285 -12.73803 13.93672 0.1264 -0.1587 0.2381
H 5.74303 -10.43219 13.30983 -0.5281 0.1105 -0.4547
H 6.80003 -10.11975 10.42095 -0.2589 0.1423 -0.2050
H 7.82597 -10.44745 8.22050 -0.2583 -0.0128 -0.1068
H 4.36855 -9.55784 6.20229 0.0619 0.1274 0.3872
H 3.16870 -9.03181 8.34724 0.3682 0.1683 -0.1055
```
Forces are in eV/Å.

Calculated values
multiplicity = 1
charge = +1
energy above the lowest of the compared OMol25 structures with the same formula, charge and spin = 0.348 eV

# 2
DFT (ωB97M-V/def2-TZVPD) results for C21H34ClNaO25 as an isolated structure in a non-equilibrium geometry.

The geometry in XYZ format:
```
82
Properties=species:S:1:pos:R:3:forces:R:3
Na 4.20056 -1.80501 -1.87342 -0.5931 0.8343 0.2484
Cl 0.80727 0.03914 -1.16172 -0.4792 -0.1110 -0.0180
O -0.54052 0.07331 -1.67856 0.1540 -0.0655 0.4201
O 0.88388 -0.61767 0.12094 -0.1575 0.1264 -0.0743
O 1.60567 -0.72482 -2.11331 0.8816 -0.1307 -0.1752
O 1.31000 1.38591 -1.03945 0.1746 -0.1057 -0.1145
C 1.75995 4.63386 1.07718 0.9476 -0.5670 0.1253
C 1.78028 3.39221 1.97802 0.0752 0.0550 0.2009
O 0.86277 3.74511 3.03705 0.1986 -0.0271 -0.4186
C 0.15408 4.83718 2.66775 0.1907 -0.4546 -1.1976
O -0.77115 5.28460 3.23493 -0.6231 0.3647 0.8986
O 0.58216 5.31370 1.46242 0.2953 -0.0170 0.1484
H 1.77219 4.37784 0.01914 -0.4823 0.0370 0.0058
H 2.66707 5.22226 1.26166 -0.3496 0.3229 0.1034
H 2.75066 3.20947 2.43309 0.0228 0.0541 -0.0408
H 1.47592 2.48133 1.45762 -0.2931 0.1026 0.1439
C -2.51589 0.57328 1.56298 0.8887 0.8957 0.6883
C -1.70535 1.88142 1.73741 -0.8719 -0.0795 -0.9027
O -2.50295 2.81880 0.96773 0.1601 -0.2606 0.0397
C -3.75578 2.32925 0.79096 0.6651 -0.3247 0.5975
O -4.66412 2.92187 0.32752 -0.2668 0.1747 -0.2392
O -3.83140 1.04646 1.26493 0.3659 -0.1959 -0.1190
H -2.45942 0.05838 2.51185 -0.5909 -0.3960 0.1462
H -2.09739 -0.07695 0.79283 -0.2716 0.1777 -0.2398
H -0.71566 1.80251 1.29287 -0.0089 0.1403 0.0273
H -1.66588 2.25119 2.76244 0.0559 -0.1452 -0.0189
C -3.70320 -1.55681 -2.59600 -0.6598 0.3105 0.1534
C -3.96448 -0.45162 -1.56050 0.2759 -0.3286 0.0741
O -5.23350 0.08452 -1.92646 0.0192 -0.3827 -0.5695
C -5.84385 -0.76491 -2.80110 0.3369 0.1352 0.3151
O -6.95544 -0.63706 -3.19164 -0.0204 -0.0661 -0.0991
O -5.00679 -1.78071 -3.15413 -0.1686 0.2784 0.1045
H -3.37677 -2.48728 -2.14130 0.2149 -0.0050 -0.1116
H -3.04628 -1.22404 -3.40016 0.1255 -0.1187 0.0976
H -3.18457 0.30615 -1.59860 -0.1837 0.1661 0.0619
H -4.05163 -0.84420 -0.54628 0.0806 0.0115 -0.0527
C 0.52413 1.33798 -5.26703 -0.4384 0.0071 0.0650
C -0.60746 2.27234 -5.72256 0.0659 -0.5746 0.3684
O 0.02139 3.09651 -6.69029 -0.0461 0.1366 -0.1562
C 1.36208 2.98090 -6.59339 -0.1856 -0.2810 0.2026
O 2.14310 3.65664 -7.16558 0.3767 0.3483 -0.3506
O 1.70168 1.97652 -5.75231 -0.0204 0.0893 0.1743
H 0.44380 0.35408 -5.73001 0.0541 -0.0178 0.0547
H 0.55181 1.24308 -4.18376 0.2015 -0.0647 -0.0190
H -1.00059 2.88218 -4.91138 0.0543 0.1094 -0.0042
H -1.42001 1.69812 -6.16002 -0.0636 0.2118 -0.2175
C -1.80489 -6.39371 0.75084 0.6409 -0.2327 0.9744
O -2.06356 -5.92445 -0.55553 -0.3450 -0.2336 -0.3076
C -1.22748 -5.00273 -1.02576 -1.3225 -0.6967 -0.7402
O -0.28226 -4.56856 -0.47378 1.8966 0.8397 0.9971
O -1.64524 -4.66057 -2.24107 -0.3086 -0.0350 -0.4117
C -0.83562 -3.72252 -2.92494 0.6189 0.9665 -0.2847
H -0.77758 -6.19369 1.05734 -0.0604 0.2273 -0.1430
H -1.91518 -7.47493 0.80641 -0.3798 0.0362 -0.3603
H -2.46902 -5.91407 1.46740 -0.1193 0.0050 -0.0874
H 0.05135 -4.16723 -3.38222 -0.1399 -0.3399 0.1320
H -0.48330 -2.91059 -2.28511 -0.1373 -0.1741 0.2223
H -1.42019 -3.25904 -3.71475 -0.2691 -0.3012 0.0013
C -1.21977 -2.42742 6.89033 0.4669 -0.2338 -0.7156
O -0.14558 -1.50982 6.60299 -0.4263 0.2524 0.4158
C 0.49944 -1.69812 5.46346 0.0703 -0.6238 0.3130
O 0.28820 -2.57253 4.67319 -0.3487 -0.4476 -0.6063
O 1.46628 -0.80754 5.37616 0.2781 0.7692 -0.0821
C 2.18983 -0.74929 4.14789 0.9376 0.6192 0.4370
H -0.80538 -3.42587 7.03606 -0.0397 0.0810 0.3113
H -1.89695 -2.51057 6.04072 -0.0560 0.2547 0.0443
H -1.71654 -2.03099 7.76307 -0.0231 -0.0589 0.1456
H 1.58772 -0.97385 3.27333 -0.0347 -0.1360 0.0554
H 3.10082 -1.35164 4.22377 -0.4382 -0.5285 -0.1248
H 2.59439 0.26585 4.12073 -0.4328 0.0782 -0.2248
C 4.90504 -0.77326 1.77741 -0.6609 -0.5675 -1.0664
O 4.53176 0.58258 1.53719 -0.1790 0.1070 1.0931
C 4.45694 0.93198 0.27795 0.4195 0.6258 -0.3245
O 4.82850 0.26240 -0.66287 -0.1238 -1.1344 -0.6446
O 4.03588 2.16782 0.17519 -0.0005 0.0182 0.8758
C 4.14282 2.75991 -1.09612 -0.7035 0.6255 -1.5893
H 4.07340 -1.37885 1.39866 0.2095 -0.2242 0.0654
H 5.00532 -1.00093 2.82764 0.1541 0.5927 0.2308
H 5.80485 -0.99275 1.20930 0.1553 -0.1375 0.2277
H 3.92992 3.82169 -0.99599 0.3201 0.0064 0.3760
H 3.36469 2.40478 -1.77849 0.1309 -0.3610 0.2350
H 5.11102 2.60148 -1.56280 0.1434 -0.0085 0.2333
```
Forces are in eV/Å.

Calculated values
multiplicity = 1
charge = 0
energy above the lowest of the compared OMol25 structures with the same formula, charge and spin = 0.000 eV

# 3
DFT (ωB97M-V/def2-TZVPD) results for a 2-piece molecular cluster, C34H47N3O6PS2 overall in a non-equilibrium geometry.

The geometry in XYZ format:
```
93
Properties=species:S:1:pos:R:3:forces:R:3
C 7.36052 2.47885 -0.49546 -0.2359 -0.5596 0.1678
C 6.29851 2.22537 -1.52655 -0.1528 0.0088 -0.4753
C 6.60686 2.17040 -2.88923 -0.3363 -0.0274 0.5324
C 5.59776 1.92625 -3.80910 -0.0978 -0.0366 -0.1784
C 4.28529 1.72085 -3.40296 0.2692 0.0386 0.5507
C 3.95926 1.74836 -2.04210 0.2064 0.0458 -0.8189
C 2.54563 1.49024 -1.60999 0.2513 0.1550 0.8079
C 2.31325 0.14383 -0.95512 -0.1852 -0.4362 0.0027
C 3.34839 -0.65463 -0.49987 -0.4158 -0.0966 -0.0559
C 3.08410 -1.85751 0.15599 0.1680 0.0190 -0.5001
P 4.51196 -2.78084 0.81352 -0.1995 -0.5105 0.9825
C 4.62461 -4.27839 -0.26583 -0.0724 0.8183 0.0231
O 5.80126 -1.87419 0.30501 -0.0935 -0.0565 -0.3522
C 1.77320 -2.30183 0.35552 0.3384 0.1535 -0.2060
C 1.51482 -3.55013 1.16936 -0.6701 0.2520 0.6388
N 0.79749 -3.29394 2.43106 0.2807 -0.3913 -0.1873
C 0.70746 -1.52633 -0.14601 0.6541 -0.4027 0.3176
C 0.99746 -0.31483 -0.76491 -0.3532 0.3877 -0.0853
S -0.28719 0.77722 -1.31107 -0.0107 -0.0075 0.1586
C -1.63705 0.20560 -0.33052 0.5402 0.2225 -0.3851
C -1.64310 -1.05855 0.23443 -0.6344 -0.2067 0.7770
C -2.72002 -1.41242 1.04555 0.1408 0.1191 -0.0914
C -3.78040 -0.56001 1.31791 -0.0524 0.0686 -0.4135
C -4.85222 -0.98371 2.28309 0.2451 0.4516 0.4531
C -4.47801 -0.64216 3.75723 0.2969 0.0801 0.1426
C -2.98931 -0.83848 4.04453 0.0249 -0.2105 -0.3252
C -4.86151 0.78682 4.15547 0.1095 -0.2835 0.3517
C -3.78231 0.69326 0.68674 0.0347 0.1642 -0.3856
S -5.10008 1.87616 0.91433 -0.0755 0.1674 0.2183
C -2.70865 1.07434 -0.13356 -0.4555 -0.2295 0.5403
O -2.69271 2.31102 -0.73171 0.3202 -0.3280 -0.2105
C -3.30113 2.31386 -2.01774 -0.4274 0.1060 -0.3652
C -2.87561 3.56299 -2.77216 0.7022 0.2130 0.9325
C -1.35919 3.64576 -2.91034 -0.3262 -0.0372 -0.2938
O -3.34957 4.70304 -2.05186 -0.0998 0.0294 -0.5186
N -0.60987 -2.02396 0.08558 -0.1533 0.4357 -1.0202
C -1.00294 -3.20075 -0.71988 0.4319 0.2283 0.2391
C -1.81526 -2.95141 -1.98704 -0.4682 -0.4467 -0.1707
O -1.34321 -1.81720 -2.69055 0.0196 0.0902 0.2121
C -3.36513 -2.91817 -1.76563 0.0210 0.3327 -0.3527
N -4.03359 -1.68844 -2.13093 -0.4367 -0.1958 0.4143
C 4.97758 2.01775 -1.13586 0.0347 0.0542 0.1500
H 8.34511 2.24471 -0.88684 0.1895 0.2568 -0.0961
H 7.32007 3.48684 -0.09281 0.1151 0.1778 -0.0823
H 7.20012 1.79651 0.33874 0.0004 0.0334 0.1630
H 7.63361 2.31248 -3.19324 0.0663 0.0165 -0.1765
H 5.82369 1.88140 -4.86529 0.0972 0.0322 -0.0837
H 3.50881 1.53680 -4.12986 -0.0684 -0.0598 -0.1213
H 2.28890 2.23649 -0.85176 -0.1678 0.1063 -0.0051
H 1.85241 1.65299 -2.42959 0.0159 -0.0634 -0.2479
H 4.37253 -0.34929 -0.63384 0.0667 0.0384 -0.0496
H 5.68221 -4.50405 -0.35548 0.1290 -0.1377 -0.0767
H 4.17258 -4.12794 -1.24309 0.0265 -0.1110 -0.1200
H 4.13266 -5.07478 0.27765 -0.1206 -0.2858 -0.0678
H 6.29446 -1.66958 1.10129 0.1693 0.1629 0.0228
H 0.94744 -4.30235 0.62830 0.0217 -0.0505 -0.2536
H 2.44374 -4.02572 1.45927 0.2626 -0.0739 -0.0925
H 1.45308 -2.91339 3.09908 -0.1471 0.2665 0.1085
H 0.05100 -2.62954 2.27985 0.0049 0.1264 0.0707
H -2.70294 -2.39027 1.50512 0.0134 -0.0954 0.0487
H -5.04400 -2.05102 2.20238 0.1103 -0.1508 -0.1302
H -5.76232 -0.44271 2.04696 -0.2556 -0.1404 -0.0927
H -5.01052 -1.33014 4.41561 -0.3347 -0.1298 -0.1740
H -2.41499 -0.01797 3.62279 0.1717 0.1274 0.1304
H -2.60955 -1.75327 3.59015 -0.0120 -0.2126 0.1363
H -2.76577 -0.87719 5.10538 -0.0606 0.1654 0.1518
H -4.04631 1.46879 3.92243 -0.0673 0.2332 -0.2148
H -5.80060 1.11647 3.72111 -0.0665 0.0632 -0.1445
H -4.96979 0.83114 5.23848 0.0445 0.0388 0.1281
H -5.87955 1.55289 -0.13089 0.1647 -0.1658 -0.0582
H -3.05091 1.40909 -2.57862 0.2607 -0.0821 -0.0362
H -4.38656 2.33829 -1.91317 -0.1417 -0.0069 0.1359
H -3.32616 3.58963 -3.76110 -0.2717 -0.1424 -0.0652
H -0.98374 2.74734 -3.39466 0.1478 -0.0176 -0.1035
H -1.10046 4.52107 -3.50223 0.1017 0.0413 -0.0641
H -0.88954 3.71707 -1.93309 0.0424 -0.0289 0.1425
H -2.63023 4.97218 -1.47625 -0.0695 0.0451 0.2820
H -0.08290 -3.68807 -1.01869 0.2127 -0.0215 -0.0137
H -1.53234 -3.91114 -0.08348 -0.1804 -0.0713 0.0202
H -1.63978 -3.82319 -2.62250 0.1019 -0.2100 0.1120
H -1.10322 -2.09360 -3.57372 0.0769 0.0897 -0.1535
H -3.80167 -3.70402 -2.37932 -0.0747 -0.1371 -0.0224
H -3.60799 -3.16788 -0.73442 0.1253 0.0034 0.1334
H -4.28582 -1.65377 -3.10305 0.2371 0.1630 -0.1472
H -3.51679 -0.86904 -1.85062 0.0633 0.0960 -0.0898
H 4.74494 2.04988 -0.07811 -0.0743 0.0054 0.0927
C -0.32919 3.08365 3.16618 -0.1629 0.0410 -0.0220
C -0.18428 2.07015 4.33009 -0.0381 -0.0096 -0.0791
O -1.23402 1.79902 4.96080 -0.0193 -0.0322 -0.0238
O 0.96961 1.62177 4.50670 0.0133 -0.0247 0.0159
H -1.35948 3.42963 3.06485 -0.0026 -0.0187 0.0180
H 0.31747 3.94561 3.34502 0.0689 -0.0390 -0.0367
H -0.02032 2.61392 2.22814 0.0771 0.0097 0.0114
```
Forces are in eV/Å.

Calculated values
multiplicity = 1
charge = -1

no.,E_HOMO (eV),HOMO-LUMO gap (eV),lowest unoccupied orbital energy (eV)
1,-10.37,7.5,-2.9
2,-10.58,8.5,-2.1
3,-4.03,5.9,1.8